# 1
111
Properties=species:S:1:pos:R:3 method="wB97M-V/def2-TZVPD" charge=-1 e_tot_ha=-5197.628573 lumo_energy_ha=0.054 homo_energy_ha=-0.143
Cl -3.326 1.659 4.569
S -9.374 -2.925 -2.908
S -8.248 1.834 -6.964
S -0.136 3.062 -5.501
S 2.784 2.731 3.812
S -4.450 -0.418 -3.795
S 11.565 -3.297 7.524
S 7.554 -0.269 5.310
Al -1.215 1.704 1.040
O -3.581 0.432 -2.931
O -7.014 2.529 -6.489
O -2.189 -1.830 -0.251
O 10.753 -2.997 6.306
O 2.316 1.583 2.980
O 0.286 2.960 -4.076
O -1.194 3.214 4.605
O 7.271 0.777 4.281
O -9.451 -2.069 -4.130
C -1.644 -2.948 0.468
C 1.508 3.065 5.043
C 3.933 -1.644 1.398
C -2.090 3.111 2.259
C 12.373 -4.889 7.257
C -5.725 -1.135 -2.736
C 13.071 -2.307 7.425
C -2.575 0.587 -0.023
C 2.164 1.028 -0.314
C 6.550 -1.713 4.906
C 2.707 -0.455 -0.580
C -9.320 -1.825 -1.478
C -9.438 3.107 -7.437
C 9.139 -1.024 4.894
C 4.005 2.088 4.978
C 4.135 -0.594 0.176
C -11.033 -3.562 -2.588
C 0.835 1.362 -1.184
C -0.371 -2.564 1.395
C -2.841 -0.881 0.622
C 1.340 3.426 -6.478
C -7.927 1.249 -8.642
C -0.356 1.380 -6.119
C 0.074 2.542 -0.357
C -5.560 0.682 -4.700
C -2.052 2.765 3.802
H 6.707 -1.996 3.864
H -10.306 2.639 -7.903
H -8.373 -1.285 -1.493
H 1.199 1.790 -2.198
H -6.220 -0.348 -2.164
H -8.845 0.842 -9.068
H -0.476 3.269 -1.064
H 12.801 -1.255 7.528
H 13.557 -2.463 6.460
H -1.221 -3.662 -0.332
H -4.970 1.268 -5.403
H -6.067 1.354 -4.005
H 4.414 0.433 0.605
H 1.092 3.388 -7.540
H -6.293 0.088 -5.250
H 9.924 -0.281 5.036
H 6.820 -2.540 5.565
H 3.096 -1.198 2.046
H 0.620 3.447 4.535
H -2.130 0.415 -1.066
H 3.018 1.754 -0.536
H -0.374 0.728 1.997
H -5.249 -1.837 -2.049
H 4.889 1.776 4.419
H 13.070 -5.085 8.073
H 2.126 2.704 -6.248
H 1.683 4.429 -6.223
H 9.133 -1.351 3.852
H -7.171 0.464 -8.595
H -9.385 -2.415 -0.562
H 2.854 -0.654 -1.693
H 2.001 -1.215 -0.083
H -3.535 1.180 -0.183
H -3.992 -0.994 0.646
H 12.902 -4.883 6.302
H -11.299 -4.252 -3.389
H -3.200 3.172 1.965
H 0.178 0.436 -1.300
H -1.571 4.126 2.116
H -7.558 2.071 -9.258
H -11.749 -2.738 -2.565
H 9.323 -1.876 5.555
H 4.283 2.873 5.684
H -0.697 -2.504 2.495
H 0.537 0.787 -5.912
H 3.592 1.230 5.513
H 3.558 -2.646 0.978
H 11.607 -5.666 7.241
H -1.213 0.935 -5.611
H 4.905 -1.787 1.988
H -8.973 3.812 -8.130
H 0.404 -3.386 1.276
H 1.872 3.818 5.746
H 0.901 3.093 0.208
H -11.041 -4.094 -1.635
H -6.453 -1.668 -3.351
H 13.746 -2.588 8.235
H -2.427 -3.569 1.033
H -2.500 -0.915 1.706
H 0.061 -1.542 1.140
H 4.980 -0.918 -0.525
H -9.752 3.637 -6.538
H -0.548 1.408 -7.194
H -10.145 -1.112 -1.525
H 1.254 2.147 5.575
H 5.500 -1.458 5.057
H 1.875 1.139 0.783

# 2
116
Properties=species:S:1:pos:R:3 method="wB97M-V/def2-TZVPD" charge=+1 e_tot_ha=-4094.809785 multiplicity=2 lumo_energy_ha="-0.134 / -0.238" homo_energy_ha="-0.356 / -0.356"
Cu 0.663 -1.881 -3.322
O -3.631 3.806 -3.873
O -0.296 -3.852 -3.114
O 0.033 -2.503 -5.267
O 4.534 1.996 7.225
O 3.252 1.624 2.952
O -0.032 -0.102 0.202
O 1.126 -4.646 3.920
O 1.891 -2.605 3.484
O -3.700 -3.579 0.085
O -1.081 -0.150 5.126
O -4.504 -0.575 -2.645
O 1.669 0.063 -2.721
O -1.503 -1.673 0.467
O 0.339 -3.468 2.176
O 0.122 2.710 0.172
O -0.349 -1.559 -1.355
N -0.637 -0.294 -3.965
N -0.643 -1.110 -0.202
N -2.460 1.473 -2.574
N 5.512 1.973 4.666
C 2.263 2.079 2.034
C 5.934 2.034 7.061
C 0.538 -3.554 -6.088
C -5.767 -0.013 -2.380
C -1.721 -3.893 -2.937
C -3.023 0.892 -1.354
C -0.773 -1.600 -6.003
C 0.275 0.741 -4.483
C 4.123 2.592 8.444
C -1.972 2.863 -2.470
C -1.791 -0.326 3.935
C -0.902 3.326 0.919
C -4.362 -3.315 1.307
C 6.282 1.369 5.730
C -3.126 3.852 -2.561
C 1.869 -1.502 2.593
C 4.563 1.877 2.433
C 2.874 -1.699 1.445
C 1.124 -3.675 3.235
C 2.585 0.277 -1.670
C -3.564 -0.505 -1.592
C 1.126 1.230 -3.325
C -0.432 -4.528 1.646
C -4.886 4.441 -4.025
C -1.532 -0.749 -5.010
C 5.591 1.319 3.382
H -1.318 -0.816 5.774
H 5.505 0.224 3.393
H -2.196 0.750 -0.647
H 6.476 1.515 7.861
H -4.642 -2.259 1.393
H 2.287 -0.667 3.155
H -1.946 0.619 3.403
H 6.560 1.587 2.944
H -1.184 0.161 -3.214
H -5.261 -3.915 1.434
H -0.152 -1.030 -6.704
H 1.934 1.863 -3.695
H 3.214 2.103 8.794
H -1.397 3.018 -1.556
H -6.155 -0.261 -1.389
H -2.786 -0.769 4.035
H 2.919 -0.670 -1.250
H 0.039 -4.738 -2.939
H -0.985 2.841 1.899
H 3.913 3.656 8.302
H -1.859 3.273 0.391
H 1.307 2.166 2.542
H 6.244 3.088 7.088
H -2.165 -2.991 -3.354
H -3.989 -0.948 -0.689
H -0.279 -4.113 -6.541
H 2.243 1.300 1.264
H -5.688 1.077 -2.524
H -4.980 4.727 -5.072
H 2.469 -2.264 0.600
H 3.475 0.817 -2.009
H 0.210 -5.269 1.170
H 0.900 -1.238 2.176
H -6.461 -0.322 -3.161
H -1.325 3.113 -3.316
H -0.294 1.576 -4.901
H -2.323 -1.333 -4.534
H 3.015 -0.692 1.038
H 0.157 1.756 0.337
H -1.527 -2.064 -6.647
H -2.199 -4.669 -3.541
H 0.540 1.779 -2.584
H -5.703 3.757 -3.782
H 6.094 0.295 5.869
H -2.066 0.025 -5.570
H 2.156 0.854 -0.847
H -3.912 3.573 -1.851
H -3.264 1.571 -3.196
H -1.016 -5.031 2.422
H -2.705 -1.103 -1.909
H 1.310 -3.189 -6.767
H 3.834 -2.091 1.770
H -1.961 -4.008 -1.884
H 2.543 3.027 1.571
H 4.899 2.468 9.203
H -4.973 5.365 -3.449
H -1.164 -4.059 0.992
H -1.244 -0.917 3.187
H 7.351 1.488 5.537
H 4.564 2.174 4.951
H -0.719 4.366 1.195
H -2.715 4.827 -2.269
H 4.643 2.960 2.305
H -3.755 1.558 -0.882
H 1.059 -4.265 -5.441
H 4.636 1.362 1.466
H -2.929 -2.997 0.079
H -3.737 -3.542 2.178
H 0.879 0.373 -5.313